The following is a DFT calculation (wB97M-V/def2-TZVPD) of C32H27BaClN4O5S as an isolated structure.

Element x y z (Å)
Ba  -0.470  -0.915  -0.136
O  3.858  0.240  1.075
S  2.620  -0.469  1.317
O  2.216  -1.454  0.319
N  1.348  0.422  1.520
C  1.219  1.382  2.501
C  2.193  1.808  3.389
C  1.916  2.788  4.365
C  0.688  3.380  4.471
C  -0.336  2.995  3.570
C  -1.630  3.562  3.573
C  -2.562  3.159  2.665
C  -2.218  2.159  1.731
N  -1.038  1.598  1.696
C  -0.085  2.000  2.594
C  2.865  -1.368  2.836
C  4.104  -1.351  3.461
C  4.274  -2.064  4.641
C  3.211  -2.780  5.179
C  1.974  -2.787  4.545
C  1.795  -2.077  3.365
H  3.183  1.380  3.303
H  2.706  3.085  5.046
H  0.497  4.134  5.225
H  -1.873  4.326  4.305
H  -3.555  3.590  2.655
H  -2.937  1.816  0.994
H  4.908  -0.781  3.014
H  5.236  -2.061  5.141
H  3.347  -3.336  6.100
H  1.140  -3.345  4.955
H  0.833  -2.081  2.864
Cl  -5.823  4.262  -3.926
C  -4.433  3.444  -3.208
C  -3.157  4.032  -3.301
C  -2.071  3.412  -2.755
C  -2.163  2.141  -2.067
O  -1.137  1.589  -1.604
C  -3.499  1.589  -1.978
C  -3.799  0.352  -1.289
O  -3.063  -0.363  -0.633
C  -4.591  2.253  -2.562
H  -3.050  4.981  -3.814
H  -1.087  3.858  -2.827
H  -4.871  0.067  -1.367
H  -5.578  1.806  -2.490
C  1.827  0.883  -2.682
N  1.351  -0.490  -2.670
C  2.480  -1.403  -2.774
C  0.387  -0.704  -3.752
C  -0.182  -2.114  -3.776
C  -0.116  -2.825  -4.975
C  -0.623  -4.120  -5.061
C  -1.183  -4.688  -3.924
C  -1.229  -3.958  -2.735
C  -0.743  -2.643  -2.592
H  2.365  1.116  -3.618
H  2.512  1.037  -1.845
H  0.979  1.564  -2.558
H  3.024  -1.253  -3.726
H  2.136  -2.434  -2.730
H  3.165  -1.232  -1.945
H  0.860  -0.473  -4.727
H  -0.418  0.021  -3.603
H  0.341  -2.369  -5.852
H  -0.570  -4.673  -5.993
H  -1.578  -5.701  -3.966
H  -1.673  -4.446  -1.866
O  -1.532  -3.853  3.947
C  -1.413  -3.158  2.961
N  -1.272  -2.464  2.008

Computed properties:
LUMO in eV: 4.0
ΔE to the lowest compared entry with this formula, charge and spin in eV: 0.0506
Gap between HOMO and LUMO in eV: 5.729
Charge: -2

***

The following is a DFT calculation (wB97M-V/def2-TZVPD) of a 3-piece molecular cluster, C8H14 overall in a non-equilibrium geometry.

Element x y z (Å)
C  -0.644  -1.012  0.848
C  -1.095  -0.050  -0.057
C  -1.999  1.041  0.483
C  -1.476  -0.525  -1.446
H  -0.905  -0.914  1.894
H  -0.512  -2.033  0.509
H  -3.016  0.657  0.593
H  -2.025  1.888  -0.202
H  -1.656  1.394  1.454
H  -1.479  0.313  -2.145
H  -0.777  -1.275  -1.816
H  -2.475  -0.964  -1.427
C  0.574  1.158  -0.609
C  0.504  2.131  -1.334
H  1.292  0.553  0.055
H  0.357  2.968  -1.966
C  2.127  -0.481  1.152
C  3.027  -1.226  0.522
H  0.931  -0.785  1.115
H  2.415  0.244  1.906
H  2.740  -1.986  -0.194
H  4.092  -1.097  0.666

Computed properties:
LUMO in eV: 0.5
ΔE to the lowest compared entry with this formula, charge and spin in eV: 6.2771
Gap between HOMO and LUMO in eV: 8.465
Charge: 0